(1)
{
  "formula": "C17H42BaN2O6",
  "method": "the ωB97M-V functional and the def2-TZVPD basis",
  "lumo_ev": -0.192,
  "total_energy_ev": -34266.0222,
  "orbital_gap_ev": 5.9,
  "largest_force_ev_per_a": 3.0,
  "e_above_lowest_ev": 2.7308,
  "homo_ev": -6.04,
  "symbols": ["Ba", "C", "C", "O", "H", "H", "H", "H", "H", "C", "C", "C", "O", "H", "H", "H", "H", "H", "H", "H", "C", "O", "C", "C", "N", "C", "C", "O", "C", "H", "H", "H", "H", "H", "H", "H", "H", "H", "H", "H", "H", "H", "H", "H", "C", "O", "C", "C", "N", "C", "C", "O", "C", "H", "H", "H", "H", "H", "H", "H", "H", "H", "H", "H", "H", "H", "H", "H"],
  "coordinates": [[-1.12, -0.39, -0.70], [-1.05, -3.48, -3.16], [-1.68, -4.01, -1.84], [-1.91, -3.06, -0.88], [-1.56, -2.56, -3.50], [-1.17, -4.23, -3.94], [0.02, -3.27, -3.00], [-0.96, -4.80, -1.51], [-2.65, -4.46, -2.12], [-4.98, 0.04, 2.14], [-4.41, -0.45, 0.78], [-4.29, 0.79, -0.10], [-3.24, -1.14, 0.83], [-5.81, 0.73, 1.99], [-4.21, 0.40, 2.83], [-5.41, -0.80, 2.71], [-5.21, -1.13, 0.43], [-5.28, 1.13, -0.42], [-3.79, 0.51, -1.05], [-3.72, 1.63, 0.29], [3.56, 3.56, -3.70], [2.81, 3.11, -2.59], [3.48, 2.22, -1.74], [2.46, 1.38, -0.95], [1.46, 0.76, -1.82], [1.98, -0.43, -2.52], [2.19, -1.68, -1.65], [1.13, -1.90, -0.73], [1.17, -3.17, -0.14], [2.98, 3.52, -4.62], [4.49, 3.00, -3.85], [3.87, 4.60, -3.55], [4.10, 2.75, -1.00], [4.14, 1.55, -2.30], [2.01, 2.08, -0.24], [3.02, 0.61, -0.43], [1.20, 1.44, -2.53], [2.97, -0.23, -2.96], [1.23, -0.70, -3.26], [3.11, -1.60, -1.05], [2.25, -2.51, -2.36], [0.17, -3.49, 0.17], [1.81, -3.22, 0.74], [1.42, -3.98, -0.84], [2.87, -0.86, 3.87], [1.82, 0.04, 4.13], [0.55, -0.60, 4.19], [-0.03, -0.82, 2.80], [0.14, 0.38, 1.93], [-0.79, 1.46, 2.30], [-0.65, 2.64, 1.36], [-1.27, 2.22, 0.17], [-1.57, 3.30, -0.71], [3.03, -1.53, 4.73], [3.80, -0.33, 3.70], [2.70, -1.52, 3.01], [-0.10, 0.06, 4.77], [0.63, -1.52, 4.78], [-1.09, -1.07, 2.80], [0.57, -1.60, 2.32], [1.07, 0.70, 2.22], [-0.79, 1.71, 3.36], [-1.79, 1.04, 2.10], [0.41, 2.91, 1.26], [-1.13, 3.52, 1.82], [-0.66, 3.87, -0.95], [-2.27, 3.99, -0.23], [-2.00, 2.90, -1.63]],
  "lowdin_charge": [1.897, -0.121, -0.522, -0.470, 0.051, 0.059, 0.035, 0.083, 0.091, -0.086, -0.674, -0.124, -0.432, 0.061, 0.057, 0.063, 0.125, 0.075, 0.023, 0.054, -0.097, -0.181, -0.235, -0.181, -0.128, -0.189, -0.212, -0.383, -0.132, 0.088, 0.087, 0.089, 0.131, 0.112, 0.104, 0.122, 0.103, 0.119, 0.119, 0.125, 0.124, 0.082, 0.088, 0.098, -0.111, -0.197, -0.204, -0.173, -0.112, -0.207, -0.222, -0.389, -0.083, 0.093, 0.088, 0.080, 0.119, 0.128, 0.126, 0.095, 0.098, 0.126, 0.107, 0.121, 0.133, 0.095, 0.099, 0.089]
}

***

(2)
{
  "formula": "C17H43HgN3O6",
  "method": "the ωB97M-V functional and the def2-TZVPD basis",
  "lumo_ev": [2.775, 2.732],
  "total_energy_ev": -39251.9142,
  "charge": -1,
  "orbital_gap_ev": [2.1, 7.6],
  "largest_force_ev_per_a": 3.0,
  "s_squared": 0.75,
  "homo_ev": [0.70, -4.91],
  "spin_multiplicity": 2,
  "symbols": ["Hg", "C", "C", "O", "O", "H", "H", "H", "C", "C", "C", "O", "H", "H", "H", "H", "H", "H", "H", "C", "C", "C", "O", "C", "N", "H", "H", "H", "H", "H", "H", "H", "H", "H", "H", "H", "C", "C", "C", "O", "C", "N", "H", "H", "H", "H", "H", "H", "H", "H", "H", "H", "H", "C", "C", "C", "O", "C", "N", "H", "H", "H", "H", "H", "H", "H", "H", "H", "H", "H"],
  "coordinates": [[-3.22, -8.16, 7.86], [-6.13, -7.67, 10.95], [-5.08, -7.77, 9.87], [-5.42, -8.09, 8.74], [-3.89, -7.49, 10.08], [-6.94, -6.96, 10.75], [-5.66, -7.51, 11.92], [-6.65, -8.62, 11.01], [-5.70, -7.10, 4.42], [-4.35, -6.40, 4.83], [-4.65, -4.97, 5.36], [-3.55, -7.13, 5.75], [-6.41, -6.46, 3.90], [-6.32, -7.43, 5.25], [-5.52, -7.93, 3.73], [-3.85, -6.33, 3.86], [-3.77, -4.48, 5.77], [-5.42, -4.94, 6.13], [-5.02, -4.41, 4.50], [-5.65, -11.22, 5.13], [-4.22, -10.95, 5.49], [-3.22, -10.84, 4.32], [-1.92, -10.46, 4.77], [-1.02, -9.93, 3.76], [-4.32, -9.75, 6.26], [-6.32, -11.26, 5.99], [-5.82, -12.19, 4.67], [-6.05, -10.38, 4.56], [-3.93, -11.71, 6.21], [-3.59, -10.00, 3.72], [-3.26, -11.80, 3.80], [-1.37, -8.98, 3.35], [-0.86, -10.56, 2.89], [-0.07, -9.59, 4.18], [-4.03, -9.06, 5.58], [-5.29, -9.51, 6.11], [-2.97, -4.47, 8.90], [-1.72, -5.04, 8.28], [-0.42, -4.34, 8.74], [0.73, -5.00, 8.17], [2.00, -4.37, 8.37], [-1.61, -6.46, 8.63], [-3.83, -4.84, 8.35], [-2.95, -3.38, 8.95], [-2.99, -4.70, 9.96], [-1.76, -5.00, 7.19], [-0.39, -4.47, 9.83], [-0.36, -3.28, 8.52], [1.97, -3.28, 8.26], [2.72, -4.81, 7.68], [2.42, -4.58, 9.35], [-0.65, -6.59, 8.35], [-1.55, -6.38, 9.64], [-0.11, -9.61, 9.26], [-0.81, -10.19, 8.08], [-1.97, -11.04, 8.52], [-3.06, -10.32, 9.08], [-4.16, -11.17, 9.46], [-1.24, -9.20, 7.13], [0.53, -8.78, 8.95], [0.57, -10.35, 9.67], [-0.83, -9.17, 9.96], [0.00, -10.85, 7.76], [-1.64, -11.79, 9.24], [-2.28, -11.70, 7.71], [-4.77, -10.64, 10.19], [-3.92, -12.01, 10.11], [-4.70, -11.67, 8.65], [-1.41, -9.63, 6.23], [-0.35, -8.75, 6.98]],
  "lowdin_charge": [1.181, -0.016, -0.800, -0.080, -0.100, 0.076, 0.071, 0.068, -0.091, -0.563, -0.082, -0.391, 0.056, 0.064, 0.049, 0.101, 0.051, 0.065, 0.056, -0.076, -0.445, -0.160, -0.264, -0.165, 0.020, 0.087, 0.079, 0.082, 0.115, 0.126, 0.123, 0.074, 0.071, 0.034, 0.025, 0.052, -0.055, -0.427, -0.191, -0.248, -0.148, 0.025, 0.074, 0.074, 0.078, 0.132, 0.118, 0.117, 0.073, 0.072, 0.069, 0.059, 0.076, -0.163, -0.523, -0.230, -0.252, -0.081, 0.048, 0.043, 0.059, 0.079, 0.086, 0.116, 0.107, 0.084, 0.076, 0.084, 0.040, 0.038]
}

***

(3)
{
  "formula": "C17H43N6O4",
  "method": "the ωB97M-V functional and the def2-TZVPD basis",
  "lumo_ev": -2.936,
  "total_energy_ev": -35450.1608,
  "charge": 1,
  "orbital_gap_ev": 7.9,
  "largest_force_ev_per_a": 0.9,
  "homo_ev": -10.79,
  "symbols": ["C", "C", "O", "C", "N", "C", "C", "O", "C", "C", "C", "N", "C", "N", "N", "H", "H", "H", "H", "H", "H", "H", "H", "H", "H", "H", "H", "H", "H", "H", "H", "H", "H", "H", "H", "H", "C", "C", "C", "O", "C", "N", "H", "H", "H", "H", "H", "H", "H", "H", "H", "H", "H", "C", "C", "C", "O", "C", "N", "H", "H", "H", "H", "H", "H", "H", "H", "H", "H", "H"],
  "coordinates": [[4.62, -5.35, -1.20], [4.73, -4.18, -2.16], [5.99, -3.53, -2.02], [3.57, -3.17, -2.04], [3.69, -2.25, -0.92], [2.69, -2.35, 0.12], [1.42, -1.63, -0.35], [0.28, -1.94, 0.46], [-0.64, -2.84, -0.02], [-0.12, -4.21, -0.38], [-1.21, -5.07, -0.98], [-1.98, -4.33, -2.02], [-1.89, -3.01, -2.15], [-2.45, -2.42, -3.21], [-1.28, -2.26, -1.23], [5.00, -5.09, -0.21], [3.59, -5.69, -1.08], [5.21, -6.20, -1.55], [4.73, -4.54, -3.19], [6.28, -3.54, -1.11], [3.48, -2.62, -2.98], [2.65, -3.76, -1.92], [4.63, -2.27, -0.54], [3.06, -1.83, 1.00], [2.45, -3.38, 0.43], [1.58, -0.56, -0.26], [1.23, -1.85, -1.41], [-1.40, -2.91, 0.76], [0.73, -4.13, -1.07], [0.24, -4.67, 0.54], [-0.80, -5.95, -1.47], [-1.91, -5.42, -0.22], [-2.04, -4.83, -2.90], [-2.39, -1.42, -3.34], [-2.99, -2.94, -3.88], [-1.67, -1.34, -1.07], [-0.05, 4.59, -0.39], [1.04, 4.02, -1.29], [1.08, 2.49, -1.32], [1.62, 1.87, -0.16], [0.75, 1.74, 0.94], [2.32, 4.62, -0.93], [0.20, 4.51, 0.66], [-0.19, 5.65, -0.61], [-1.00, 4.08, -0.54], [0.82, 4.32, -2.32], [1.72, 2.17, -2.14], [0.06, 2.09, -1.50], [-0.28, 1.55, 0.60], [0.72, 2.62, 1.58], [1.10, 0.89, 1.52], [3.04, 4.37, -1.60], [2.63, 4.25, -0.03], [-3.37, 5.14, 1.91], [-3.42, 3.62, 2.00], [-4.54, 3.07, 2.89], [-4.30, 3.21, 4.27], [-4.70, 4.44, 4.85], [-2.09, 3.12, 2.39], [-2.95, 5.56, 2.83], [-2.72, 5.44, 1.09], [-4.36, 5.56, 1.76], [-3.62, 3.23, 0.99], [-4.63, 2.00, 2.71], [-5.50, 3.54, 2.62], [-5.62, 4.81, 4.39], [-3.93, 5.21, 4.75], [-4.88, 4.26, 5.90], [-2.09, 2.10, 2.34], [-1.95, 3.34, 3.37]],
  "lowdin_charge": [-0.039, -0.419, -0.028, -0.181, -0.040, -0.196, -0.158, -0.069, -0.333, -0.095, -0.113, 0.116, -0.370, 0.216, 0.175, 0.085, 0.071, 0.084, 0.141, 0.082, 0.117, 0.092, 0.103, 0.129, 0.111, 0.107, 0.119, 0.172, 0.105, 0.141, 0.132, 0.131, 0.158, 0.134, 0.134, 0.173, -0.075, -0.437, -0.209, -0.204, -0.119, 0.045, 0.065, 0.080, 0.069, 0.136, 0.122, 0.112, 0.076, 0.074, 0.084, 0.074, 0.073, -0.058, -0.436, -0.214, -0.187, -0.099, 0.047, 0.071, 0.065, 0.083, 0.131, 0.119, 0.121, 0.091, 0.076, 0.089, 0.068, 0.080]
}